1.
{"formula": "C14H15IrN2O5S", "method": "the ωB97M-V functional and the def2-TZVPD basis", "symbols": ["H", "S", "N", "H", "H", "O", "H", "C", "C", "C", "C", "C", "H", "H", "N", "H", "O", "H", "O", "H", "H", "C", "C", "C", "H", "H", "H", "C", "C", "C", "Ir", "O", "O", "C", "C", "H", "H", "C"], "xyz": [[-3.869, 4.400, 0.190], [3.032, -1.064, 1.016], [-0.842, -1.112, -0.123], [-2.558, 0.420, 1.024], [-2.226, -3.215, 2.033], [-0.629, -1.384, 3.346], [4.123, 0.978, 1.555], [-2.393, 1.394, 0.587], [-3.123, 3.619, 0.133], [-0.778, -0.738, -2.425], [-1.329, -1.536, -1.299], [-0.973, 2.838, -0.528], [5.005, -0.584, -0.211], [-3.196, -4.068, -0.114], [-1.211, 1.620, -0.005], [4.204, -0.241, 2.870], [0.051, 0.155, -2.204], [-0.010, 2.986, -1.004], [-1.206, -1.053, -3.606], [5.215, -1.911, 0.983], [-1.657, 4.817, -0.909], [-1.131, -1.671, 1.047], [-1.994, -2.758, 1.080], [-2.524, -3.221, -0.116], [-4.301, 2.135, 1.166], [-0.790, -0.511, -4.301], [4.350, -2.223, -0.541], [-3.369, 2.366, 0.671], [3.569, 0.226, 2.115], [-0.433, -1.001, 2.234], [0.392, 0.347, -0.082], [0.361, 0.008, 1.886], [2.295, -0.315, -0.173], [4.564, -1.479, 0.223], [-1.898, 3.856, -0.477], [2.682, 0.635, 2.593], [-2.592, -2.965, -2.270], [-2.192, -2.609, -1.330]], "forces_ev_per_a": [[0.00, 0.00, 0.00], [-0.20, 0.12, -0.22], [0.04, -0.15, -0.04], [0.02, 0.00, -0.01], [0.01, 0.01, 0.01], [0.08, 0.00, -0.01], [-0.01, 0.01, 0.00], [-0.02, 0.01, 0.10], [0.01, 0.00, 0.00], [0.10, 0.01, -0.02], [-0.02, -0.01, 0.02], [-0.03, 0.00, -0.06], [-0.01, 0.00, 0.00], [0.00, 0.00, -0.01], [-0.02, 0.09, -0.06], [0.00, 0.01, 0.00], [0.02, 0.12, -0.01], [0.00, -0.03, 0.00], [0.00, -0.02, 0.01], [0.01, 0.00, -0.01], [0.00, 0.00, 0.00], [0.06, 0.00, 0.05], [0.03, 0.04, 0.00], [-0.01, 0.01, -0.05], [-0.01, 0.01, 0.00], [0.00, 0.01, 0.01], [0.00, 0.00, 0.00], [0.02, -0.02, -0.01], [0.02, 0.00, 0.01], [-0.18, -0.08, -0.02], [-0.06, 0.09, -0.01], [0.08, 0.09, 0.07], [0.07, -0.22, 0.20], [0.05, -0.04, 0.01], [-0.03, 0.00, 0.01], [0.00, 0.00, 0.01], [0.01, 0.01, -0.01], [-0.05, -0.07, 0.05]], "lumo_ev": -7.589, "energy_ha": -1530.1877, "total_charge": 2, "relative_energy_kj_mol": 0.0}

2.
{"formula": "C6H12O", "method": "the ωB97M-V functional and the def2-TZVPD basis", "symbols": ["H", "O", "H", "C", "C", "H", "H", "H", "H", "C", "H", "H", "H", "C", "H", "H", "C", "C", "H"], "xyz": [[1.608, 0.005, 0.141], [0.006, -1.728, -1.562], [-1.237, 0.603, 1.162], [-0.607, -0.447, -1.634], [-0.348, -0.036, 1.105], [1.145, 1.545, 0.888], [1.270, 0.090, -2.454], [-0.697, -1.033, 3.034], [-1.645, -0.515, -1.973], [0.056, -0.416, 2.542], [-0.153, 1.079, -3.084], [-0.603, 1.915, -0.796], [-0.224, -2.245, -0.775], [0.031, 1.022, -0.929], [1.019, -0.938, 2.589], [0.172, 0.483, 3.178], [0.761, 0.678, 0.332], [0.296, 0.520, -2.281], [-0.730, -0.642, 0.181]], "forces_ev_per_a": [[-0.20, 0.03, 0.10], [0.12, 0.52, 0.59], [0.23, 0.42, 0.17], [0.14, 0.96, -0.70], [-0.23, -0.06, -0.27], [-0.10, -0.02, -0.32], [0.22, 0.12, -0.34], [0.03, -0.09, -0.03], [0.27, 0.37, 0.29], [-0.13, -0.32, -0.16], [0.30, 0.25, -0.35], [-0.16, -0.85, -0.35], [-0.19, 0.43, -0.07], [-0.78, -1.08, -0.25], [-0.19, -0.06, -0.13], [-0.11, -0.23, -0.51], [-0.07, -0.04, -0.04], [0.36, 0.19, -0.81], [0.50, -0.54, 3.19]], "lumo_ev": 1.021, "energy_ha": -310.9398, "smiles": "CCC[C@H]1C[C@H]1O", "total_charge": 0, "relative_energy_kj_mol": 313.6}

3.
{"formula": "C5H12NO", "method": "the ωB97M-V functional and the def2-TZVPD basis", "symbols": ["C", "H", "N", "H", "H", "C", "C", "H", "H", "H", "H", "H", "O", "H", "H", "C", "H", "C", "H"], "xyz": [[-0.131, -2.444, -0.158], [0.724, -3.061, -0.618], [0.524, -1.272, 0.518], [1.762, -0.716, -1.301], [0.837, -1.467, 1.507], [-0.888, 1.909, 0.340], [1.792, -0.945, -0.239], [2.188, -0.063, 0.071], [-0.144, -0.406, 0.255], [-1.405, 1.400, -1.822], [0.113, 2.975, 1.767], [-2.919, 1.550, -0.706], [-1.201, 0.603, 0.238], [2.617, -1.587, -0.083], [-0.818, -2.113, -0.939], [-0.339, 3.012, 0.846], [-0.488, -2.897, 0.738], [-1.827, 1.536, -0.765], [-0.397, 3.984, 0.350]], "forces_ev_per_a": [[2.45, -0.63, 0.29], [-1.61, 0.67, 0.69], [1.85, 1.18, -2.55], [-1.20, -0.79, -0.25], [-1.09, 0.51, -1.30], [-6.45, -4.58, -6.97], [-0.37, -0.29, -0.59], [0.78, 2.97, 1.69], [0.65, -1.12, 1.65], [-0.57, 0.16, 1.58], [0.63, 0.39, 2.29], [0.31, 0.00, 0.23], [0.69, -1.16, 0.41], [0.31, -1.57, 0.30], [-0.08, -0.14, 0.52], [3.48, 6.20, 2.45], [-1.38, -1.35, -0.31], [1.32, 0.26, 0.02], [0.28, -0.72, -0.16]], "lumo_ev": [-3.017, -5.743], "energy_ha": -327.1501, "total_charge": 1, "multiplicity": 3, "s2": 2.006, "relative_energy_kj_mol": 383.7}